A 15-piece molecular cluster, C42H117F6N9O17S2 overall. Source: the OMol25 dataset; level of theory: the ωB97M-V functional and the def2-TZVPD basis.

* Kohn-Sham gap: 0.2987 hartree
* spin multiplicity: 1
* E_HOMO: -8.6 eV
* energy: -131637.118 eV
* LUMO: -0.5 eV

Structure (XYZ):
```
193
Properties=species:S:1:pos:R:3:forces:R:3:lowdin_charge:R:1
N -2.05243 -2.17086 -2.47905 0.47 -1.67 -0.68 0.27
H -2.56562 -2.96967 -2.02550 -0.85 -0.16 0.10 0.07
H -2.68867 -1.61363 -3.03659 0.05 0.66 0.54 0.13
H -1.40678 -2.61001 -3.13426 0.23 0.10 0.05 0.12
H -1.51002 -1.78277 -1.67501 -0.18 1.01 -0.16 0.04
C 1.78481 -1.44957 -1.45855 -1.95 -0.07 1.06 -0.65
F 3.00323 -1.83922 -1.21527 0.42 -0.23 -0.39 0.17
F 1.71235 -0.13004 -1.56672 0.27 0.09 0.11 0.13
F 1.30708 -1.96199 -2.60963 0.34 -0.19 0.13 0.11
S 0.65123 -2.03651 -0.00053 0.85 -1.03 -1.02 0.71
O 0.32142 -3.43180 -0.30921 0.53 1.62 0.15 -0.30
O 1.37944 -1.72469 1.21473 -0.95 -0.21 -1.64 -0.27
N -0.69021 -1.09443 -0.38262 1.90 -1.19 -0.68 -0.36
S -1.21020 -0.62707 1.00513 -1.87 1.32 4.16 0.57
O -1.48681 -1.75409 1.87534 0.11 0.21 -0.39 -0.30
O -0.41884 0.45447 1.53445 -0.76 -0.13 -0.38 -0.27
C -2.99496 0.07126 0.76103 1.44 -0.64 -0.83 -0.64
F -3.88486 -0.91351 0.70417 -0.05 -0.30 -0.11 0.13
F -3.32601 0.86307 1.75647 0.27 0.23 -0.15 0.17
F -2.99941 0.70142 -0.41968 -0.38 0.42 0.18 0.12
C 0.66286 -0.93637 -7.29500 -1.43 -1.07 0.34 -0.04
C 0.67527 -0.78043 -5.78366 1.96 1.28 0.39 -0.48
C 2.02034 -0.22016 -5.32856 0.14 -0.86 1.02 -0.07
O -0.24081 0.21293 -5.31603 -0.90 -0.33 -0.66 -0.06
H 1.17087 -1.83463 -7.64672 0.74 0.33 0.19 0.09
H 0.98123 -0.02217 -7.78982 0.10 -0.12 -0.07 0.09
H -0.35564 -1.21327 -7.59506 -0.20 0.52 -0.15 0.08
H 0.57043 -1.69352 -5.18981 -0.57 -0.26 -0.48 0.12
H 2.40001 0.62475 -5.89902 0.03 -0.23 -0.29 0.09
H 2.70852 -1.06421 -5.22108 0.45 0.30 -0.51 0.09
H 1.90374 0.12413 -4.29910 -0.11 0.16 0.00 0.05
H -0.83415 0.40284 -6.05242 -0.21 0.16 0.29 0.09
C -1.67280 4.19575 -3.98667 0.61 0.95 -0.16 -0.05
C -1.44953 4.61775 -2.49943 -2.12 -0.88 -1.52 -0.46
C -2.68531 4.26261 -1.67553 -0.54 -0.58 1.07 -0.06
O -0.33626 3.86446 -2.07338 -0.13 0.46 0.45 -0.08
H -2.46844 4.69226 -4.54585 -0.19 0.15 0.39 0.07
H -1.82056 3.11994 -4.09112 -0.09 -0.05 0.41 0.06
H -0.75183 4.42147 -4.52946 0.04 -0.02 -0.03 0.07
H -1.32497 5.68836 -2.33871 0.77 -0.02 -0.39 0.14
H -3.00170 3.22279 -1.80781 0.63 -0.27 0.18 0.07
H -3.66439 4.73690 -1.78960 0.46 0.86 -0.76 0.07
H -2.44395 4.45584 -0.62670 0.02 -0.38 0.10 0.08
H -0.64294 2.95007 -2.12849 0.31 -0.39 0.08 0.05
C 6.63866 0.95173 0.66361 0.14 -0.49 -0.71 -0.05
C 6.52794 -0.49964 0.22645 -0.61 -1.26 0.68 -0.46
C 5.21073 -1.10093 0.80543 -0.20 0.34 -1.09 -0.05
O 6.61430 -0.61989 -1.18809 -0.73 0.44 0.38 -0.06
H 6.85200 1.08992 1.72171 -0.25 -0.08 0.05 0.07
H 5.65925 1.34072 0.37654 0.16 0.74 0.30 0.08
H 7.43132 1.41836 0.07680 -0.05 0.23 0.07 0.08
H 7.32563 -1.14744 0.59581 0.22 0.27 0.14 0.13
H 5.25042 -1.14737 1.89152 0.05 -0.35 -0.05 0.06
H 4.91127 -2.02603 0.30674 0.80 -0.53 0.52 0.07
H 4.31124 -0.53294 0.53542 0.30 0.78 0.22 0.06
H 6.03098 0.08616 -1.53518 0.77 -0.41 -0.20 0.04
C 1.23847 -7.17784 -4.48860 1.79 -0.23 -0.65 -0.07
C 1.88613 -6.13739 -3.56614 -1.60 0.29 -0.89 -0.46
C 2.45300 -4.92528 -4.34014 0.21 -1.45 0.55 -0.04
O 0.79306 -5.64610 -2.75974 1.08 -0.20 0.58 -0.08
H 2.04733 -7.65742 -5.05387 0.15 -0.04 0.07 0.08
H 0.64464 -6.75984 -5.30200 -0.55 0.15 0.50 0.07
H 0.79189 -8.00356 -3.93932 -0.47 0.32 0.06 0.08
H 2.66067 -6.66713 -3.00587 -0.12 0.27 0.48 0.13
H 1.76800 -4.83730 -5.18179 0.56 0.49 -0.39 0.07
H 3.49098 -5.19146 -4.54894 -0.10 0.30 -0.86 0.08
H 2.48890 -4.00544 -3.75962 -0.23 -0.08 0.18 0.06
H 1.28198 -5.14464 -2.09395 -0.76 0.27 0.36 0.06
O -1.06261 0.82710 -2.55778 0.04 -0.10 -0.02 -0.06
H -0.73934 0.35733 -1.77371 0.00 0.18 0.00 -0.01
H -0.52900 0.49162 -3.29279 -0.07 0.27 -0.20 0.01
O -1.46582 -5.36954 0.77844 -0.46 -0.08 -0.01 -0.06
H -1.47534 -4.41967 0.93923 0.22 0.06 0.13 0.00
H -0.53466 -5.58145 0.67338 0.04 0.08 -0.08 0.03
C -8.25863 5.63534 -0.86107 0.83 0.80 -0.05 -0.08
C -7.29495 4.44960 -0.74239 -2.36 -0.15 0.30 -0.42
C -7.48789 3.84961 0.67412 1.06 -0.21 -1.08 -0.19
O -6.28510 3.14636 1.01809 0.20 0.60 -0.29 -0.21
C -5.78795 3.39639 2.32475 -2.11 -0.45 0.10 -0.10
N -7.77908 3.43740 -1.70140 0.57 0.07 0.24 0.02
H -8.02609 6.33512 -0.05403 -0.14 0.18 -0.09 0.07
H -9.31930 5.39358 -0.82054 0.12 -0.44 0.14 0.08
H -8.09686 6.17164 -1.79904 -0.03 -0.02 -0.05 0.07
H -6.27506 4.73897 -0.99918 0.14 0.14 0.68 0.13
H -8.30542 3.12965 0.59417 -0.08 -0.07 0.07 0.13
H -7.82526 4.62224 1.36673 0.60 0.01 0.37 0.12
H -4.90266 2.78849 2.48025 0.11 0.30 0.03 0.07
H -6.62288 3.05356 2.95099 0.52 -0.22 0.74 0.08
H -5.71474 4.45747 2.57633 0.66 0.08 -0.36 0.09
H -7.45442 3.75253 -2.60898 -0.07 -0.48 -0.23 0.07
H -7.29669 2.57990 -1.44910 0.04 -0.16 -0.52 0.07
C 8.17954 3.78211 -4.07094 -0.66 0.42 -0.58 -0.07
C 7.64574 2.67706 -3.18439 0.34 -0.63 1.87 -0.45
C 6.18087 2.43818 -3.46850 0.18 -0.49 -0.08 -0.18
O 5.68251 1.33699 -2.71480 0.22 0.01 0.12 -0.24
C 4.32619 1.03552 -2.94184 -0.36 0.95 -0.61 -0.08
N 8.45762 1.46885 -3.30594 -0.21 -1.57 -0.63 0.05
H 8.00576 3.53245 -5.12229 0.05 -0.34 0.00 0.08
H 9.24507 3.98689 -4.00539 -0.05 -0.10 0.48 0.08
H 7.59466 4.69698 -3.94432 0.23 0.16 0.29 0.08
H 7.58943 2.91316 -2.11418 0.66 0.67 -0.03 0.13
H 6.16101 2.22614 -4.54366 -0.90 0.15 -0.11 0.14
H 5.63391 3.30738 -3.09926 -0.20 0.29 -0.82 0.13
H 3.74138 1.95937 -3.02504 -0.03 0.10 -0.03 0.10
H 3.87924 0.50718 -2.10103 0.51 -0.28 -0.08 0.07
H 4.21536 0.51238 -3.89508 -0.10 -0.28 0.16 0.08
H 8.82263 1.04669 -2.45774 0.21 1.09 0.48 0.07
H 7.85589 0.67239 -3.51649 -0.19 0.27 -0.67 0.07
C -4.88533 -3.94523 -3.34045 0.11 -1.15 -0.85 -0.05
C -4.35372 -4.89875 -2.26307 0.16 1.14 0.02 -0.39
C -3.26074 -5.86060 -2.72216 0.39 0.18 0.84 -0.22
O -3.50842 -6.38813 -3.98246 -0.17 -0.26 -0.88 -0.17
C -2.40772 -6.32924 -4.88138 -0.07 0.10 0.49 -0.08
N -3.78266 -4.01415 -1.22878 0.29 -0.54 0.19 0.03
H -4.11560 -3.46296 -3.94985 0.41 -0.25 0.17 0.06
H -5.49687 -3.11411 -2.99092 -0.35 -0.39 0.33 0.08
H -5.40593 -4.60670 -4.03591 -0.42 0.53 -0.16 0.08
H -5.15529 -5.52487 -1.86229 -0.28 0.27 -0.06 0.14
H -3.19735 -6.67181 -1.98738 -0.08 -0.08 0.01 0.14
H -2.28359 -5.37001 -2.62668 0.05 0.18 -0.42 0.12
H -2.56637 -7.03280 -5.69561 -0.14 -0.06 0.10 0.09
H -1.49016 -6.58051 -4.34572 0.07 0.00 -0.17 0.06
H -2.32123 -5.32386 -5.30426 0.11 0.09 -0.03 0.09
H -3.32835 -4.57082 -0.50792 -0.03 0.08 0.22 0.07
H -4.54327 -3.48679 -0.81698 0.11 0.03 0.29 0.09
C -1.38119 2.36166 8.09723 0.19 0.75 0.18 -0.06
C 0.06974 2.70714 7.77180 -0.61 0.16 -1.50 -0.42
C 0.38019 2.54474 6.25611 0.89 -0.70 0.94 -0.19
O 0.55824 1.15570 5.97421 -0.46 -0.34 0.25 -0.23
C -0.12942 0.71112 4.84233 -0.04 -0.35 -1.08 -0.12
N 0.44768 4.05379 8.18375 0.56 -0.40 0.73 0.03
H -1.43232 2.08106 9.14886 -0.25 -0.24 -0.08 0.08
H -1.74621 1.57681 7.43682 0.00 -0.16 0.22 0.07
H -2.01992 3.24138 7.98608 -0.07 -0.01 -0.18 0.07
H 0.64016 1.92303 8.27173 0.58 0.43 0.10 0.14
H 1.38127 2.94911 6.07959 -0.18 0.62 -0.07 0.11
H -0.35052 3.04019 5.61433 -0.12 -0.13 -0.05 0.13
H -1.20055 0.89093 4.96465 -0.04 0.13 -0.39 0.09
H 0.00665 -0.34876 4.61064 0.07 -0.21 0.93 0.09
H 0.29423 1.12166 3.91848 -0.43 0.71 0.04 0.08
H 1.36542 4.25476 7.80916 0.06 0.17 0.16 0.06
H -0.16167 4.81853 7.93364 -0.37 -0.35 -0.23 0.07
C 5.67334 0.50294 5.05041 0.84 -0.37 0.39 -0.06
C 4.21357 0.83689 4.79497 -0.20 -0.29 0.23 -0.40
C 3.51655 -0.34618 4.10892 -0.28 0.12 -2.02 -0.20
O 3.85302 -1.66320 4.52067 -0.08 -0.05 0.80 -0.17
C 3.25849 -2.67276 3.74021 -1.02 -0.77 -0.22 -0.12
N 3.54510 1.17880 6.07748 -0.06 -1.36 -0.37 0.06
H 5.70413 -0.47844 5.52949 0.02 0.04 0.13 0.08
H 6.21582 1.18306 5.70910 -0.53 0.28 0.15 0.07
H 6.35762 0.40107 4.20428 -0.57 0.04 -0.53 0.06
H 4.06508 1.68074 4.11855 0.19 0.00 -0.09 0.11
H 3.75103 -0.26665 3.03969 0.20 -0.02 -0.11 0.10
H 2.43109 -0.19689 4.09356 -0.13 -0.08 0.51 0.11
H 3.71515 -2.78021 2.75511 0.06 0.20 -0.06 0.07
H 2.16870 -2.63442 3.61287 -0.04 1.24 -0.25 0.08
H 3.21887 -3.66407 4.20097 1.26 0.17 0.61 0.09
H 3.45912 0.22526 6.44213 0.39 0.22 1.02 0.08
H 2.55177 1.25655 5.85891 0.00 0.59 -0.17 0.02
C 1.57102 2.88203 0.40527 -0.23 0.40 -0.98 -0.05
C 2.21089 4.29122 0.43583 -0.51 -0.43 2.86 -0.43
C 3.72238 4.21084 0.72446 -0.16 -0.07 -0.69 -0.21
O 3.93536 3.60116 1.98825 0.11 -0.61 -0.02 -0.19
C 5.21325 3.85108 2.57108 -0.43 0.60 -0.39 -0.09
N 1.86312 5.23967 -0.59689 1.39 0.21 -0.81 0.05
H 1.81347 2.16526 1.18874 0.50 0.42 0.21 0.07
H 1.80360 2.41807 -0.55835 -0.14 -0.16 -0.08 0.06
H 0.49097 3.01754 0.47848 -0.05 -0.11 -0.26 0.07
H 1.84931 4.69776 1.38821 -0.21 0.23 -0.01 0.13
H 4.22092 5.18387 0.71139 -0.28 0.26 -0.05 0.12
H 4.13348 3.63699 -0.11787 0.55 -0.33 0.16 0.11
H 5.34927 4.93368 2.50681 0.51 0.04 0.19 0.09
H 6.05073 3.33037 2.10062 -0.15 0.01 -0.41 0.07
H 5.23294 3.55005 3.61699 -0.46 -0.02 0.00 0.08
H 0.96703 5.17189 -1.06140 -0.13 -0.69 0.60 0.04
H 2.53581 5.11859 -1.34888 -0.04 0.19 -0.16 0.07
C -6.65932 -4.07789 5.43123 0.46 -0.13 0.02 -0.06
C -6.56533 -3.69928 3.94417 -1.05 -0.47 0.55 -0.42
C -5.29021 -2.97622 3.49484 -1.04 0.89 0.15 -0.18
O -5.24145 -1.66299 4.00976 0.93 0.76 0.43 -0.19
C -5.97269 -0.62703 3.38522 -0.94 -0.98 0.32 -0.10
N -6.79783 -4.91225 3.10097 0.55 0.67 -0.62 0.03
H -6.63624 -3.26470 6.15837 -0.06 0.44 -0.47 0.07
H -5.82501 -4.71321 5.73574 -0.10 -0.30 -0.23 0.08
H -7.60086 -4.60309 5.59417 0.09 -0.18 0.01 0.07
H -7.43630 -3.06191 3.76023 0.32 0.60 -0.02 0.12
H -5.34560 -2.88907 2.40293 0.45 -0.35 -0.17 0.11
H -4.36696 -3.41824 3.86478 -0.09 -0.45 -0.33 0.14
H -5.84240 -0.53850 2.30385 0.34 -0.18 -0.05 0.07
H -5.72785 0.31864 3.86224 0.17 -0.10 0.06 0.09
H -7.02763 -0.85443 3.56955 -0.24 0.47 -0.18 0.08
H -7.78482 -4.99577 2.87494 -0.19 -0.16 0.66 0.07
H -6.47122 -4.59879 2.18731 0.38 -0.49 -0.12 0.04
```
Positions in Å, forces in eV/Å.